(1)
Here is a structure of composition C19H27I2N7O8Tl from the Open Molecules 2025 dataset. Energies are from the ωB97M-V functional and the def2-TZVPD basis.

Computed properties:
Gap between HOMO and LUMO (Ha): 0.297
Net charge: -1
E (Eh): -2493.37236
E_HOMO (eV): -6.06
ΔE to the lowest compared entry with this formula, charge and spin (kcal/mol): 0.0
E_LUMO (eV): 2.030

Structure (XYZ):
```
64
Properties=species:S:1:pos:R:3:forces:R:3
Tl 0.863830 -0.116006 0.020469 0.08 -0.04 -0.01
O -3.074632 -1.345736 -1.488277 0.03 0.03 0.06
C -1.924545 -0.967330 -1.737099 -0.02 0.03 -0.04
O -1.316073 -0.028444 -1.108178 -0.04 0.06 0.00
C -1.163834 -1.622405 -2.891832 0.00 -0.01 -0.01
C -0.152894 -0.666332 -3.540350 -0.04 0.02 -0.02
C 0.314015 -1.236240 -4.887685 0.00 -0.01 0.01
C 1.283185 -2.354991 -4.427921 0.01 0.01 0.00
C 1.152674 -2.248736 -2.904858 0.00 -0.03 -0.01
O 1.017461 -0.827034 -2.718168 0.00 -0.01 -0.03
C -0.210200 -2.794918 -2.459494 0.00 0.02 -0.02
C -0.292475 -3.122399 -0.964379 -0.05 -0.07 -0.04
O -1.239116 -3.822069 -0.582894 0.04 0.04 0.03
O 0.619468 -2.626096 -0.224688 0.00 0.00 0.05
H -1.908867 -1.979197 -3.601354 0.01 0.01 -0.01
H -0.458335 0.376243 -3.551998 0.00 0.00 0.01
H 0.832006 -0.473789 -5.468915 0.00 0.00 0.00
H -0.521740 -1.608063 -5.481030 0.00 0.00 0.00
H 2.306785 -2.142646 -4.736867 0.00 0.00 0.00
H 1.009552 -3.343361 -4.797891 0.00 0.00 0.00
H 1.991993 -2.610577 -2.318214 0.01 0.00 0.00
H -0.477927 -3.702029 -3.001461 0.00 -0.01 0.01
O -1.745732 2.369476 -2.499300 -0.01 -0.11 0.04
C -0.504534 2.974308 -2.198934 0.02 0.02 0.02
C -0.446300 3.459483 -0.769669 0.05 -0.04 0.02
C -1.386803 4.364929 -0.291512 -0.03 -0.02 0.02
C -1.345986 4.728425 1.042138 -0.01 0.01 -0.02
C -0.364403 4.184350 1.855526 0.02 0.02 0.02
C 0.538214 3.299251 1.292928 -0.01 -0.04 -0.01
N 0.502746 2.938250 0.008168 -0.04 0.08 -0.04
H -1.793841 1.559673 -1.949632 0.01 0.06 -0.06
H -0.393243 3.814861 -2.888529 0.01 0.00 0.00
H 0.338105 2.289421 -2.353985 -0.02 0.00 0.00
H -2.153374 4.737590 -0.958439 0.00 0.00 0.00
H -2.081998 5.410159 1.449522 0.00 0.00 0.00
H -0.318987 4.402141 2.912547 0.00 -0.01 0.00
H 1.302387 2.827337 1.902212 0.01 0.02 0.00
N -0.799249 -2.603450 2.268055 0.03 0.11 0.12
N -1.900709 -2.004429 1.640602 -0.01 0.04 -0.06
C -2.233793 -0.719470 1.874989 -0.06 0.01 -0.09
N -3.261156 -0.241743 1.165704 0.03 -0.03 -0.08
N -1.487484 -0.079238 2.793217 0.10 0.01 0.01
N -1.758217 1.208059 3.080747 -0.07 -0.07 0.15
O -2.807075 1.776122 2.749924 0.03 0.06 -0.04
O -0.901879 1.783685 3.745645 -0.01 -0.03 0.01
H -0.155164 -2.881854 1.524778 0.01 -0.05 -0.04
H -1.134769 -3.431122 2.742994 -0.01 -0.06 -0.03
H -2.231943 -2.450958 0.786703 -0.03 0.01 0.04
H -3.385137 -0.639753 0.226177 -0.03 -0.02 0.03
H -3.431196 0.743864 1.287861 -0.01 0.00 0.01
I 4.172381 -1.993665 0.673172 -0.01 0.00 0.01
C 4.706774 0.039435 0.400908 0.02 0.02 -0.02
I 4.386514 0.750276 -1.572841 -0.02 -0.01 0.01
H 5.760553 0.142139 0.621167 0.00 0.00 0.01
H 4.099007 0.629484 1.077280 0.00 0.01 -0.01
C 1.007453 -0.624106 5.241960 0.00 -0.02 -0.03
C 1.566024 -0.769662 3.827297 -0.06 0.05 0.04
C 2.412622 0.357373 3.443107 0.10 -0.09 -0.06
N 3.114070 1.213399 3.129055 -0.05 0.03 0.02
H 0.362222 -1.476545 5.450665 0.00 0.00 0.01
H 0.406641 0.280225 5.307170 -0.02 0.01 0.01
H 1.802193 -0.588603 5.988436 0.00 0.00 0.00
H 0.731046 -0.839563 3.125287 0.02 0.02 0.03
H 2.163707 -1.677393 3.720012 0.01 0.02 -0.01
```
Forces are in eV/Å.

***

(2)
Here is the ion C19H27N2O3S with charge +1 from the Open Molecules 2025 dataset. Energies are from the ωB97M-V functional and the def2-TZVPD basis.

Computed properties:
Gap between HOMO and LUMO (Ha): 0.302
Net charge: +1
E (Eh): -1473.38808
E_HOMO (eV): -10.73
SMILES: COc1cc(C[NH2+]Cc2cccs2)ccc1OCC(=O)NC(C)(C)C
ΔE to the lowest compared entry with this formula, charge and spin (kcal/mol): 1.4
E_LUMO (eV): -2.505

Structure (XYZ):
```
52
Properties=species:S:1:pos:R:3:forces:R:3
C 0.984271 3.987649 2.914129 -0.16 0.24 0.10
H 0.206914 4.282403 2.201605 0.02 -0.03 0.02
H 0.537098 3.817948 3.898560 0.01 -0.01 -0.04
H 1.720861 4.785128 2.987683 -0.10 -0.03 0.01
O 1.695226 2.857132 2.467348 0.13 -0.38 -0.13
C 1.046531 1.683363 2.336052 0.28 -0.14 -0.11
C -0.305826 1.485601 2.549296 0.02 0.06 0.02
C -0.870491 0.218059 2.398919 0.00 -0.13 -0.02
C -0.068815 -0.856054 2.051394 -0.16 0.18 0.12
C 1.282787 -0.671090 1.818198 0.25 0.21 0.05
C 1.850142 0.589864 1.915077 -0.41 0.11 0.24
O 3.140641 0.893392 1.679832 -0.09 0.09 0.01
C 3.927332 0.014602 0.917166 -0.09 -0.11 -0.13
H 4.901208 0.504472 0.844121 -0.08 -0.14 0.01
C 3.339631 -0.206649 -0.494082 0.33 0.06 0.48
O 2.211264 0.141567 -0.775831 -0.14 0.17 -0.16
N 4.194824 -0.829870 -1.316635 0.35 -0.20 -0.18
H 5.118707 -1.045420 -0.976392 -0.03 0.07 0.09
C 3.930639 -1.175053 -2.721496 -0.23 -0.03 -0.23
C 3.648282 0.104243 -3.511206 -0.01 -0.11 0.14
H 2.779228 0.609939 -3.100297 -0.06 0.06 -0.02
H 3.455896 -0.135766 -4.552722 -0.01 -0.03 -0.15
H 4.500812 0.777381 -3.459863 0.10 0.07 -0.02
C 5.181566 -1.866692 -3.256959 -0.19 0.11 0.14
H 5.397070 -2.769223 -2.688685 0.04 -0.12 0.05
H 5.033007 -2.146488 -4.295780 -0.01 -0.02 -0.09
H 6.041251 -1.202068 -3.204253 0.12 0.07 -0.01
C 2.729866 -2.121370 -2.785409 0.10 0.14 0.03
H 2.528262 -2.395942 -3.816462 -0.02 -0.05 -0.15
H 2.929152 -3.026439 -2.215806 0.03 -0.12 0.04
H 1.852160 -1.631501 -2.373698 -0.09 0.00 0.00
H 4.055713 -0.956555 1.416001 0.02 0.12 -0.04
H 1.882266 -1.517880 1.528991 0.11 -0.06 -0.06
H -0.490022 -1.846673 1.961279 -0.05 -0.18 0.00
C -2.355329 0.034345 2.488663 0.52 0.02 0.40
H -2.834824 0.848081 3.033559 -0.10 -0.06 -0.12
H -2.614558 -0.916312 2.957622 -0.11 0.05 -0.12
N -2.898679 0.015123 1.089345 0.00 0.00 -0.10
H -2.392628 -0.715258 0.568102 -0.03 0.32 0.06
H -2.657900 0.905571 0.636149 0.00 -0.24 -0.01
C -4.366815 -0.234908 0.961846 -0.55 -0.12 -0.16
C -4.754769 -0.324131 -0.471683 0.24 -0.32 -0.22
C -5.530862 0.525094 -1.202199 0.19 -0.17 0.28
C -5.663800 0.117708 -2.547355 0.02 -0.11 -0.22
C -4.980942 -1.021892 -2.821964 0.15 -0.07 0.14
S -4.169126 -1.643684 -1.448355 -0.37 0.45 0.16
H -4.903132 -1.545870 -3.753552 -0.02 -0.08 -0.23
H -6.242049 0.652203 -3.277660 -0.11 0.08 -0.16
H -6.004223 1.401541 -0.798041 -0.08 0.18 0.14
H -4.584195 -1.169598 1.485685 0.13 0.14 0.09
H -4.905817 0.578551 1.451619 0.15 -0.07 0.02
H -0.936269 2.311912 2.838495 -0.03 0.16 0.05
```
Forces are in eV/Å.

***

(3)
Here is a structure of composition C19H27N2O4PSSiV from the Open Molecules 2025 dataset. Energies are from the ωB97M-V functional and the def2-TZVPD basis.

Computed properties:
Gap between HOMO and LUMO (spin up / spin down) (Ha): 0.219 / 0.248
Net charge: +3
E (Eh): -3122.68444
E_HOMO (spin up / spin down) (eV): -17.39 / -17.38
ΔE to the lowest compared entry with this formula, charge and spin (kcal/mol): 0.0
E_LUMO (spin up / spin down) (eV): -11.441 / -10.620

Structure (XYZ):
```
56
Properties=species:S:1:pos:R:3:forces:R:3
V 0.882092 0.243963 -0.534641 -1.01 -0.18 0.22
C -4.166953 -2.768728 3.226013 -0.23 -0.09 0.22
Si -2.616642 -3.618841 2.827507 0.20 0.01 -0.08
C -2.270568 -4.455934 1.244672 -0.45 -0.04 -0.23
C -1.250046 -3.735267 4.029919 0.11 0.18 0.09
N 0.477167 0.389097 1.037389 -0.38 0.15 0.79
C -0.188508 1.396231 1.674515 0.05 -0.01 -0.59
C -0.450710 1.636024 3.022611 0.10 -0.24 0.31
C -1.041510 2.834413 3.370621 0.01 0.02 -0.01
C -1.349872 3.788710 2.399487 0.04 -0.08 0.11
C -1.117095 3.557749 1.041085 -0.06 0.15 -0.28
C -0.574810 2.352055 0.708747 0.01 0.06 0.10
O -0.217871 1.885500 -0.572792 0.07 0.61 -0.14
C -0.860236 2.297213 -1.791961 0.05 0.08 -0.16
C -0.079119 2.162398 -2.920166 0.27 0.07 0.03
C -0.644544 2.449206 -4.154569 -0.05 -0.02 -0.04
C -1.966741 2.865583 -4.224934 0.00 -0.01 0.02
C -2.728361 2.980471 -3.068056 0.05 -0.01 -0.05
C -2.179462 2.684306 -1.826379 -0.15 -0.12 0.23
H -5.002067 -3.479154 3.207047 0.02 -0.01 -0.04
H -4.379269 -2.000101 2.482452 0.01 -0.04 -0.06
H -4.136568 -2.318552 4.218251 0.03 -0.01 0.00
H -2.147940 -5.532070 1.408560 0.08 0.02 0.06
H -1.337834 -4.075906 0.822452 0.06 -0.06 0.08
H -3.069671 -4.318110 0.516063 0.01 0.00 0.01
H -1.465509 -4.533092 4.752370 -0.05 -0.01 -0.03
H -1.110375 -2.824174 4.615154 -0.09 -0.02 0.02
H -0.314787 -3.988570 3.530690 -0.01 -0.07 0.02
H -0.181546 0.900314 3.768763 0.05 0.05 0.00
H -1.240864 3.049106 4.411109 -0.01 0.00 0.00
H -1.769350 4.739539 2.699959 -0.02 -0.01 0.00
H -1.345850 4.313877 0.301920 -0.01 -0.03 -0.01
H 0.975823 1.898814 -2.844192 -0.01 0.03 -0.01
H -0.050893 2.366762 -5.054499 0.01 0.00 0.01
H -2.402168 3.102937 -5.185683 -0.02 0.01 0.01
H -3.761632 3.294056 -3.125098 0.00 0.00 -0.01
H -2.779288 2.730349 -0.927327 -0.03 0.03 -0.04
C 5.414120 -1.965666 -0.235656 0.19 -0.12 0.10
O 4.453923 -1.258972 -1.097623 0.02 -0.31 0.36
P 2.965071 -0.898228 -0.863554 0.95 0.38 -0.88
O 2.931382 0.692452 -0.358569 0.17 -0.20 -0.27
C 3.763909 1.737243 -0.985294 0.06 0.19 -0.06
O 2.465222 -0.616217 -2.374121 0.11 -0.16 0.24
C 2.969195 -1.368405 -3.537269 -0.07 -0.03 -0.22
H 6.379860 -1.808750 -0.702378 -0.02 0.04 -0.03
H 5.179424 -3.025402 -0.224774 -0.10 0.02 -0.02
H 5.408226 -1.544698 0.765386 -0.07 0.05 -0.02
H 3.497798 1.855446 -2.033037 -0.07 -0.05 0.00
H 4.804207 1.439324 -0.899047 -0.01 -0.05 0.06
H 3.589637 2.652117 -0.429860 -0.05 -0.02 0.04
H 3.076858 -2.420966 -3.287839 -0.05 0.01 0.05
H 3.926079 -0.954455 -3.837820 -0.01 0.06 0.04
H 2.232605 -1.247413 -4.323353 -0.02 0.04 0.02
S -0.702417 -1.113754 -1.335400 -0.07 -0.31 0.16
C -1.829641 -1.203141 -0.063617 -0.06 0.24 -0.16
N -2.661895 -1.220665 0.736780 0.44 -0.18 0.04
```
Forces are in eV/Å.

***

(4)
Here is a structure of composition C19H27N2Tm from the Open Molecules 2025 dataset. Energies are from the ωB97M-V functional and the def2-TZVPD basis.

Computed properties:
Gap between HOMO and LUMO (spin up / spin down) (Ha): 0.275 / 0.278
Spin multiplicity: 3
Net charge: +2
E (Eh): -1934.29022
⟨S²⟩: 2.0030
E_HOMO (spin up / spin down) (eV): -14.93 / -14.92
E_LUMO (spin up / spin down) (eV): -7.446 / -7.362

Structure (XYZ):
```
49
Properties=species:S:1:pos:R:3:forces:R:3
C 1.503489 2.002029 -0.748088 2.51 0.20 1.74
H 2.428530 2.569778 -0.693883 -0.08 0.13 -0.11
H 1.637742 1.276693 -1.589779 0.03 0.01 0.50
H 1.505725 1.372502 0.367377 2.40 2.89 -2.25
C 0.273759 2.907594 -0.926976 -0.41 0.47 0.09
H -0.632474 2.340981 -1.312319 0.46 0.61 -0.12
H -0.008195 3.322233 0.055502 -0.01 0.11 -0.27
C 0.579969 4.026604 -1.944318 -0.05 -0.24 0.12
H -0.293137 4.678953 -2.051523 0.22 -0.16 -0.05
H 1.428759 4.624419 -1.589069 -0.25 -0.14 -0.12
H 0.831190 3.579730 -2.916974 -0.08 0.24 0.24
C -0.873690 -1.805080 -0.247652 0.31 0.54 -0.61
C -1.552633 -1.060603 -1.267532 1.08 -0.41 -0.15
C -0.581487 -0.701157 -2.266973 0.10 -0.22 0.90
C 0.698390 -1.185902 -1.831612 -0.64 -0.17 0.41
C 0.521011 -1.840708 -0.565689 -0.69 0.01 -0.89
C 1.557637 -2.618103 0.164218 0.40 -0.18 0.29
C 1.944810 -1.192933 -2.645062 0.44 0.04 -0.27
C -0.833276 0.015316 -3.547902 -0.06 0.31 -0.48
C -2.990548 -0.678730 -1.256730 -0.52 0.12 -0.04
C -1.497354 -2.489058 0.911205 -0.21 -0.21 0.49
Tm -0.021726 0.558467 -0.207229 -4.73 -3.79 -0.37
H 2.807802 -1.498371 -2.044625 -0.12 0.07 -0.21
H 1.849858 -1.905328 -3.478974 0.06 0.22 0.23
H 2.171384 -0.211769 -3.082540 0.00 -0.21 -0.08
H 2.567713 -2.342709 -0.159258 -0.19 -0.13 0.11
H 1.501528 -2.463658 1.248951 0.01 -0.14 -0.13
H 1.431199 -3.695847 -0.023728 0.05 0.31 0.09
H -2.403883 -1.975829 1.249951 0.05 -0.17 -0.03
H -1.778715 -3.518141 0.641588 0.04 0.27 0.09
H -0.805595 -2.552079 1.760080 -0.14 -0.05 -0.12
H -3.176053 0.229018 -1.846752 -0.04 -0.24 0.07
H -3.620893 -1.476725 -1.676454 0.12 0.24 0.11
H -3.349219 -0.491851 -0.234860 -0.04 -0.09 -0.18
H -0.017549 0.709829 -3.797654 -0.16 -0.18 -0.03
H -0.913019 -0.693538 -4.386292 -0.02 0.21 0.23
H -1.762561 0.595326 -3.512393 0.13 -0.14 -0.11
N 2.931128 -0.416844 5.694680 -2.22 0.42 -1.65
C 1.988486 -0.243031 5.021758 1.87 -0.43 1.48
C 0.818004 -0.023008 4.200914 0.62 -0.22 0.10
C -0.460815 0.041645 4.765197 -0.05 0.04 -0.10
C -1.556855 0.274074 3.940837 -0.33 0.06 -0.34
C -1.352572 0.480409 2.580039 1.00 -0.08 0.46
N -0.100088 0.412772 2.056900 0.11 -0.35 0.51
C 0.979731 0.113165 2.827062 -1.17 0.51 -0.16
H -0.578839 -0.090524 5.841990 0.00 0.04 -0.32
H -2.571869 0.296502 4.330229 0.25 0.05 0.04
H -2.170828 0.712530 1.881457 0.26 -0.15 0.41
H 1.946038 0.030964 2.312904 -0.33 0.01 0.46
```
Forces are in eV/Å.

***

Q: The highest net charge belongs to which entry?
A: C19H27N2O4PSSiV